[1]
{"formula": "CH2ClN2OP", "method": "ωB97M-V/def2-TZVPD", "homo_ha": -0.34371, "de_lowest_kcal_mol": 21.5, "lumo_ha": -0.007, "energy_ha": -1025.55519, "homo_lumo_gap_ev": 9.2, "elements": ["C", "N", "N", "O", "P", "Cl", "H", "H"], "xyz": [[0.09, -0.94, 0.43], [-1.15, -0.87, 0.36], [-2.22, -0.65, 0.47], [0.74, 1.54, -2.13], [0.08, 1.35, -0.84], [1.36, 1.95, 0.65], [0.49, -1.00, 1.53], [0.60, -1.37, -0.48]], "nbo_charge": [-0.541, 0.071, 0.045, -1.011, 1.274, -0.374, 0.273, 0.264]}

[2]
{"formula": "C7H12BrN2", "method": "ωB97M-V/def2-TZVPD", "homo_ha": -0.48966, "smiles": "C[NH+](C)C1=NC=C[C@H](Br)C1", "de_lowest_kcal_mol": 44.4, "total_charge": 1, "lumo_ha": -0.149, "energy_ha": -2957.10128, "homo_lumo_gap_ev": 9.3, "elements": ["C", "C", "C", "C", "C", "C", "C", "N", "N", "Br", "H", "H", "H", "H", "H", "H", "H", "H", "H", "H", "H", "H"], "xyz": [[1.89, -1.99, -0.21], [1.97, -0.63, -0.85], [0.90, -2.31, 0.59], [0.66, 0.14, -0.95], [-0.27, -0.44, 0.06], [-0.81, 1.56, 1.34], [-2.16, 0.97, -0.63], [-0.08, -1.36, 0.89], [-1.40, 0.49, 0.55], [3.56, 0.57, -0.05], [2.68, -2.80, -0.35], [2.22, -0.93, -1.90], [0.84, -3.36, 1.08], [0.75, 1.11, -0.65], [0.21, 0.19, -1.92], [-0.08, 2.17, 0.86], [-1.54, 2.23, 1.43], [-0.37, 1.37, 2.35], [-1.98, 0.46, -1.49], [-3.31, 0.79, -0.39], [-1.84, 2.02, -0.80], [-1.83, -0.25, 1.04]], "nbo_charge": [-0.204, -0.202, -0.046, -0.544, 0.470, -0.437, -0.426, -0.414, -0.380, -0.021, 0.262, 0.257, 0.249, 0.257, 0.257, 0.236, 0.224, 0.271, 0.227, 0.261, 0.240, 0.463]}

[3]
{"formula": "C43H98BFIO9", "method": "ωB97M-V/def2-TZVPD", "homo_ha": -0.15918, "total_charge": -1, "lumo_ha": 0.065, "energy_ha": -2796.69116, "homo_lumo_gap_ev": 6.1, "elements": ["C", "O", "C", "C", "C", "C", "C", "C", "C", "C", "C", "C", "B", "C", "C", "C", "F", "O", "C", "C", "C", "C", "C", "I", "O", "H", "H", "H", "H", "H", "H", "H", "H", "H", "H", "H", "H", "H", "H", "H", "H", "H", "H", "H", "H", "H", "H", "H", "H", "H", "H", "H", "H", "H", "H", "H", "H", "H", "H", "H", "H", "H", "H", "C", "C", "O", "C", "C", "H", "H", "H", "H", "H", "H", "H", "H", "H", "H", "C", "C", "O", "C", "C", "H", "H", "H", "H", "H", "H", "H", "H", "H", "H", "C", "C", "O", "C", "C", "H", "H", "H", "H", "H", "H", "H", "H", "H", "H", "C", "C", "O", "C", "C", "H", "H", "H", "H", "H", "H", "H", "H", "H", "H", "C", "C", "O", "C", "C", "H", "H", "H", "H", "H", "H", "H", "H", "H", "H", "C", "C", "O", "C", "C", "H", "H", "H", "H", "H", "H", "H", "H", "H", "H"], "xyz": [[-1.30, 6.32, 1.15], [-2.28, 7.31, 0.91], [-1.78, 8.64, 0.85], [-0.51, 8.86, 0.01], [0.78, 9.12, 0.82], [1.56, 10.33, 0.29], [2.42, 10.05, -0.94], [3.82, 9.51, -0.66], [4.09, 8.00, -0.77], [3.47, 7.30, -1.99], [2.51, 6.15, -1.58], [3.09, 4.76, -1.91], [2.49, 3.48, -1.05], [1.49, 2.62, -2.04], [0.90, 1.32, -1.47], [-0.26, 1.56, -0.53], [-1.24, 2.37, -1.14], [1.78, 3.88, 0.21], [2.82, 3.81, 1.16], [3.42, 2.44, 0.81], [4.61, 1.93, 1.59], [4.26, 1.81, 3.08], [3.88, 0.39, 3.48], [5.86, 2.53, 4.35], [3.62, 2.56, -0.55], [-0.83, 6.01, 0.21], [-0.52, 6.67, 1.83], [-1.78, 5.45, 1.58], [-1.64, 9.01, 1.87], [-2.58, 9.23, 0.41], [-0.69, 9.77, -0.56], [-0.37, 8.07, -0.73], [1.41, 8.23, 0.88], [0.48, 9.35, 1.85], [2.17, 10.75, 1.09], [0.81, 11.07, 0.02], [2.56, 11.00, -1.46], [1.83, 9.42, -1.61], [4.08, 9.82, 0.36], [4.53, 10.01, -1.31], [3.81, 7.50, 0.16], [5.18, 7.91, -0.84], [2.94, 8.03, -2.60], [4.26, 6.87, -2.60], [1.56, 6.25, -2.12], [2.28, 6.26, -0.53], [4.18, 4.79, -1.83], [2.87, 4.59, -2.96], [1.99, 2.38, -2.98], [0.65, 3.28, -2.27], [0.49, 0.73, -2.30], [1.64, 0.69, -0.98], [-0.75, 0.61, -0.29], [0.05, 2.06, 0.38], [3.61, 4.53, 0.86], [2.51, 4.02, 2.18], [2.58, 1.73, 1.01], [4.84, 0.92, 1.26], [5.51, 2.52, 1.41], [3.42, 2.44, 3.32], [3.76, 0.31, 4.56], [2.91, 0.20, 3.02], [4.60, -0.33, 3.13], [-1.36, 5.39, -1.92], [-1.65, 6.86, -2.15], [-0.55, 7.59, -2.66], [-0.01, 7.13, -3.88], [-0.99, 7.13, -5.04], [-0.51, 5.27, -1.25], [-2.22, 4.89, -1.46], [-1.13, 4.86, -2.84], [-1.90, 7.34, -1.20], [-2.53, 6.98, -2.80], [0.44, 6.14, -3.75], [0.82, 7.81, -4.10], [-1.83, 6.45, -4.87], [-0.49, 6.81, -5.95], [-1.40, 8.13, -5.19], [3.53, -2.86, 8.52], [3.20, -1.48, 7.99], [2.61, -1.49, 6.70], [1.38, -2.18, 6.58], [0.27, -1.65, 7.47], [4.19, -3.39, 7.83], [4.02, -2.78, 9.49], [2.64, -3.48, 8.65], [4.11, -0.90, 7.88], [2.56, -0.94, 8.70], [1.53, -3.26, 6.75], [1.09, -2.07, 5.53], [0.51, -1.75, 8.53], [-0.65, -2.20, 7.28], [0.09, -0.59, 7.26], [-2.38, -2.37, -1.78], [-1.31, -2.18, -2.85], [-0.03, -2.64, -2.46], [0.07, -4.01, -2.14], [-0.32, -4.95, -3.27], [-2.08, -1.86, -0.86], [-3.32, -1.95, -2.12], [-2.54, -3.42, -1.54], [-1.19, -1.12, -3.05], [-1.62, -2.66, -3.79], [-0.51, -4.24, -1.24], [1.12, -4.17, -1.88], [-1.37, -4.83, -3.55], [-0.17, -5.98, -2.97], [0.29, -4.75, -4.15], [0.52, -8.13, 10.78], [1.74, -7.56, 10.08], [1.80, -6.14, 10.09], [1.85, -5.54, 11.37], [3.05, -5.96, 12.21], [-0.40, -7.73, 10.34], [0.51, -9.22, 10.68], [0.51, -7.90, 11.85], [1.71, -7.83, 9.02], [2.66, -7.99, 10.49], [0.92, -5.72, 11.92], [1.91, -4.46, 11.19], [3.04, -7.02, 12.43], [3.06, -5.42, 13.15], [3.98, -5.74, 11.68], [-5.92, -5.58, -3.65], [-4.87, -5.42, -4.74], [-3.59, -5.88, -4.38], [-3.49, -7.26, -4.04], [-3.89, -8.20, -5.16], [-5.60, -5.07, -2.74], [-6.87, -5.15, -3.97], [-6.09, -6.63, -3.40], [-4.74, -4.36, -4.96], [-5.21, -5.89, -5.67], [-4.05, -7.47, -3.13], [-2.43, -7.41, -3.80], [-4.95, -8.08, -5.43], [-3.74, -9.23, -4.86], [-3.30, -8.00, -6.06], [-4.44, -8.74, -8.93], [-4.50, -10.12, -8.31], [-5.81, -10.54, -7.97], [-6.74, -10.62, -9.03], [-6.35, -11.59, -10.13], [-4.87, -8.00, -8.26], [-3.40, -8.46, -9.13], [-4.97, -8.69, -9.88], [-3.94, -10.12, -7.38], [-4.02, -10.86, -8.97], [-6.93, -9.63, -9.45], [-7.67, -10.96, -8.57], [-5.42, -11.30, -10.63], [-7.13, -11.64, -10.88], [-6.19, -12.59, -9.72]], "lowdin_charge": [-0.083, -0.208, -0.223, -0.171, -0.183, -0.218, -0.205, -0.204, -0.201, -0.187, -0.200, -0.088, -0.779, -0.092, -0.191, -0.204, -0.078, -0.048, -0.166, -0.385, -0.203, -0.780, -0.177, 0.733, -0.002, 0.051, 0.095, 0.096, 0.113, 0.115, 0.111, 0.075, 0.104, 0.096, 0.101, 0.098, 0.101, 0.098, 0.100, 0.098, 0.097, 0.099, 0.082, 0.095, 0.066, 0.088, 0.092, 0.087, 0.092, 0.076, 0.091, 0.111, 0.098, 0.105, 0.131, 0.115, 0.143, 0.112, 0.089, 0.054, 0.045, 0.080, 0.073, -0.072, -0.258, -0.188, -0.283, -0.077, 0.061, 0.090, 0.075, 0.079, 0.116, 0.104, 0.118, 0.065, 0.074, 0.077, -0.078, -0.280, -0.163, -0.278, -0.080, 0.083, 0.075, 0.056, 0.120, 0.107, 0.107, 0.119, 0.062, 0.075, 0.082, -0.076, -0.275, -0.154, -0.283, -0.079, 0.075, 0.075, 0.061, 0.113, 0.106, 0.106, 0.117, 0.047, 0.072, 0.083, -0.081, -0.283, -0.164, -0.283, -0.079, 0.081, 0.075, 0.064, 0.119, 0.107, 0.107, 0.112, 0.064, 0.076, 0.081, -0.076, -0.276, -0.171, -0.276, -0.083, 0.080, 0.076, 0.065, 0.119, 0.104, 0.110, 0.112, 0.070, 0.080, 0.078, -0.078, -0.281, -0.159, -0.284, -0.081, 0.072, 0.080, 0.066, 0.102, 0.108, 0.107, 0.117, 0.065, 0.075, 0.080]}

[4]
{"formula": "C2H6O2", "method": "ωB97M-V/def2-TZVPD", "homo_ha": -0.37787, "smiles": "OCCO", "de_lowest_kcal_mol": 12.4, "lumo_ha": 0.031, "energy_ha": -230.26085, "homo_lumo_gap_ev": 11.1, "elements": ["C", "C", "H", "H", "H", "H", "H", "H", "O", "O"], "xyz": [[-0.63, 0.39, -0.33], [0.79, 0.34, 0.18], [-1.45, -0.88, 0.91], [-0.64, 0.45, -1.43], [-1.17, 1.26, 0.07], [0.81, 0.42, 1.27], [1.36, 1.20, -0.20], [0.77, -1.52, -0.19], [-1.28, -0.84, -0.04], [1.45, -0.83, -0.24]], "nbo_charge": [-0.097, -0.091, 0.467, 0.186, 0.169, 0.147, 0.183, 0.475, -0.727, -0.713]}